{"formula": "C66H54NOP4Pd", "method": "ωB97M-V with the def2-TZVPD basis set", "relative_energy_ev": 0.0000, "mol_weight_da": 1107.5, "largest_force_ev_per_a": 0.62, "total_charge": 1, "spin_multiplicity": 3, "lumo_ev": [-3.2, -3.3], "gap_ev": [5.7, 6.2], "homo_ha": [-0.3271, -0.3499], "species": ["Pd", "C", "P", "C", "C", "C", "C", "C", "C", "C", "C", "C", "C", "C", "C", "C", "C", "C", "C", "C", "P", "C", "C", "C", "C", "C", "C", "C", "C", "C", "C", "C", "C", "N", "H", "H", "H", "H", "H", "H", "H", "H", "H", "H", "H", "H", "H", "H", "H", "H", "H", "H", "H", "H", "H", "H", "H", "H", "H", "H", "O", "C", "C", "C", "C", "C", "C", "P", "C", "C", "C", "C", "C", "C", "C", "C", "C", "C", "C", "C", "C", "C", "C", "C", "C", "C", "P", "C", "C", "C", "C", "C", "C", "C", "C", "C", "C", "C", "C", "H", "H", "H", "H", "H", "H", "H", "H", "H", "H", "H", "H", "H", "H", "H", "H", "H", "H", "H", "H", "H", "H", "H", "H", "H", "H", "H", "H"], "positions_angstrom": [[-0.21199, 0.19289, -0.22309], [-0.78924, 2.14932, 2.31133], [-1.52489, 1.95739, 0.64592], [-3.24276, 1.43758, 0.91851], [-3.87728, 0.67040, -0.05831], [-5.20410, 0.29560, 0.08849], [-5.90035, 0.65149, 1.23471], [-5.26691, 1.38370, 2.22926], [-3.94676, 1.77868, 2.07197], [-1.55768, 3.68377, 0.09969], [-2.67310, 4.49258, 0.28727], [-2.60390, 5.84381, -0.02550], [-1.42872, 6.38586, -0.52529], [-0.31442, 5.57790, -0.71859], [-0.37943, 4.23089, -0.40815], [-0.55603, 0.75545, 2.75897], [-0.68363, 0.10936, 3.96463], [-0.57316, -1.27738, 3.69350], [-0.37202, -1.41940, 2.33686], [-0.46969, -2.63631, 1.47370], [-1.79297, -2.17162, 0.27165], [-2.63867, -3.72360, -0.09430], [-3.98490, -3.67611, -0.47091], [-4.67624, -4.83843, -0.77497], [-4.02973, -6.06628, -0.72260], [-2.68826, -6.12884, -0.36290], [-1.99832, -4.96945, -0.04666], [-0.90565, -3.04846, -2.67572], [0.39863, -2.63267, -2.07091], [1.59802, -3.03184, -2.57384], [1.70095, -3.80641, -3.74237], [0.51561, -4.19588, -4.41305], [-0.70305, -3.84901, -3.94332], [-0.34047, -0.16570, 1.76872], [-1.46844, 2.69957, 2.96043], [0.11745, 2.74530, 2.20833], [-3.32799, 0.33172, -0.92851], [-5.68410, -0.28478, -0.69010], [-6.93146, 0.34756, 1.36109], [-5.80128, 1.64899, 3.13199], [-3.47800, 2.35885, 2.85470], [-3.59439, 4.07289, 0.67198], [-3.47120, 6.47462, 0.12291], [-1.38083, 7.43963, -0.76727], [0.59807, 5.99669, -1.12326], [0.47707, 3.59267, -0.59045], [-0.87126, 0.57301, 4.92050], [-0.65550, -2.08645, 4.40356], [-0.74632, -3.50541, 2.06923], [0.46107, -2.86786, 0.94700], [-4.48835, -2.71602, -0.51529], [-5.72151, -4.78871, -1.05286], [-4.57023, -6.97433, -0.95621], [-2.17995, -7.08381, -0.32784], [-0.94979, -5.03029, 0.22334], [0.37130, -2.08655, -1.13366], [2.50378, -2.73648, -2.06283], [2.66913, -4.09576, -4.12561], [0.58360, -4.78534, -5.31958], [-1.59345, -4.16842, -4.46920], [2.39361, 0.83981, -2.40954], [2.13572, 0.17701, -3.58468], [3.09592, -0.20896, -4.50609], [2.68700, -0.78133, -5.70409], [1.34448, -0.97257, -5.98006], [0.39780, -0.62810, -5.02754], [0.78409, -0.06927, -3.81510], [-0.46766, 0.40599, -2.57480], [-0.80833, 2.12081, -3.16362], [-1.97862, 2.80293, -2.82853], [-2.25484, 4.05658, -3.34704], [-1.33158, 4.68776, -4.16625], [-0.13985, 4.04889, -4.46707], [0.11087, 2.77008, -3.98708], [-1.91646, -0.61720, -3.13146], [-3.01985, 0.04479, -3.68584], [-4.22796, -0.58431, -3.93869], [-4.36643, -1.92218, -3.61736], [-3.26114, -2.60842, -3.14898], [-2.01739, -2.00801, -2.94091], [3.65550, 0.78524, -1.85614], [4.72514, 1.44816, -2.44346], [5.97512, 1.36913, -1.85729], [6.14861, 0.64282, -0.68427], [5.05875, 0.04456, -0.08056], [3.78472, 0.11654, -0.65006], [2.30971, -0.36694, 0.36397], [2.64298, 0.91052, 1.64498], [2.36961, 2.21681, 1.24757], [2.73581, 3.29643, 2.03265], [3.36975, 3.07973, 3.24864], [3.65719, 1.78413, 3.64881], [3.31218, 0.70367, 2.84584], [2.87416, -1.96037, 1.05491], [3.61389, -2.81477, 0.23714], [3.98883, -4.07321, 0.68148], [3.63194, -4.49324, 1.95527], [2.89761, -3.64985, 2.77706], [2.51394, -2.39375, 2.33062], [4.14814, -0.06351, -4.31738], [3.43669, -1.07081, -6.42936], [1.03346, -1.41104, -6.91851], [-0.65045, -0.80855, -5.22368], [-2.71326, 2.34290, -2.18304], [-3.18333, 4.54875, -3.08991], [-1.53915, 5.67282, -4.56397], [0.59410, 4.53245, -5.09863], [1.03003, 2.28044, -4.27661], [-2.93679, 1.08358, -3.95059], [-5.04595, -0.02540, -4.37460], [-5.30881, -2.43667, -3.75679], [-3.35288, -3.66975, -2.94819], [-1.37982, -3.72451, -1.94571], [4.56968, 2.02918, -3.34288], [6.81376, 1.87959, -2.31234], [7.12608, 0.57045, -0.22689], [5.18772, -0.46563, 0.86615], [1.88542, 2.38232, 0.29187], [2.52445, 4.30598, 1.70074], [3.64913, 3.91712, 3.87453], [4.16534, 1.60783, 4.58793], [3.58630, -0.29185, 3.16329], [3.93208, -2.48316, -0.74256], [4.56739, -4.72041, 0.03524], [3.92981, -5.47192, 2.30821], [2.61626, -3.97002, 3.77197], [1.90515, -1.76635, 2.96936]], "forces_ev_per_angstrom": [[0.2, 0.2, 0.2], [0.0, -0.1, 0.0], [-0.1, -0.2, 0.0], [0.0, 0.0, -0.1], [0.0, 0.0, 0.0], [0.0, 0.0, 0.0], [0.0, 0.0, 0.0], [0.0, 0.0, 0.0], [0.0, 0.1, 0.0], [0.1, -0.1, -0.2], [0.0, 0.0, 0.0], [0.0, 0.0, 0.0], [0.0, 0.0, 0.0], [0.0, 0.0, 0.0], [-0.1, 0.0, 0.0], [0.1, 0.0, 0.0], [0.0, 0.0, 0.0], [0.0, 0.0, 0.0], [-0.2, 0.1, 0.0], [0.0, 0.1, -0.1], [-0.5, 0.0, 0.4], [0.1, -0.1, 0.2], [0.0, 0.0, 0.2], [0.0, 0.0, 0.0], [0.0, 0.0, 0.0], [0.1, 0.0, 0.0], [-0.1, -0.1, 0.1], [0.1, 0.1, -0.2], [0.0, -0.1, -0.1], [0.0, 0.0, -0.1], [0.0, 0.0, 0.0], [0.1, 0.0, 0.0], [0.0, 0.1, 0.1], [0.0, -0.3, 0.1], [0.0, 0.0, 0.0], [0.0, 0.0, 0.0], [0.0, 0.1, -0.1], [0.0, 0.0, 0.0], [0.0, 0.0, 0.0], [0.0, 0.0, 0.0], [0.0, 0.0, 0.0], [0.0, 0.0, 0.0], [0.0, 0.0, 0.0], [0.0, 0.0, 0.0], [0.0, 0.0, 0.0], [0.0, 0.0, 0.0], [0.0, 0.0, 0.0], [0.0, 0.0, 0.0], [0.0, 0.0, 0.0], [0.0, -0.1, 0.0], [0.0, 0.0, 0.0], [0.0, 0.0, 0.0], [0.0, 0.0, 0.0], [0.0, 0.0, 0.0], [0.0, 0.0, 0.0], [0.1, -0.1, -0.2], [-0.1, 0.0, 0.0], [0.0, 0.0, 0.0], [0.0, 0.0, 0.0], [0.0, 0.0, 0.0], [0.0, 0.2, -0.1], [-0.1, -0.1, 0.0], [0.0, 0.0, 0.0], [0.0, 0.0, 0.0], [0.0, 0.0, 0.0], [0.0, 0.0, 0.0], [0.1, -0.1, 0.2], [-0.1, 0.2, -0.5], [-0.1, 0.0, 0.0], [0.0, 0.0, 0.1], [0.0, 0.0, 0.1], [0.0, 0.0, 0.0], [0.0, 0.0, 0.0], [0.1, 0.0, 0.0], [-0.1, 0.2, 0.2], [0.1, 0.0, 0.0], [0.0, 0.0, 0.0], [0.1, 0.0, 0.0], [0.0, -0.1, -0.2], [0.1, -0.2, 0.0], [-0.1, -0.1, 0.1], [0.0, 0.0, 0.0], [0.0, 0.0, 0.0], [0.0, 0.0, 0.0], [0.0, 0.0, 0.1], [0.0, -0.1, 0.0], [0.1, 0.3, -0.1], [0.1, -0.1, 0.0], [0.0, 0.0, -0.1], [0.0, 0.0, 0.0], [0.0, 0.0, 0.0], [0.0, 0.0, 0.0], [-0.1, 0.0, 0.0], [0.0, 0.0, -0.1], [0.1, 0.0, 0.1], [0.0, 0.0, 0.0], [0.0, 0.0, 0.0], [0.0, 0.0, 0.0], [0.1, 0.0, 0.1], [0.0, 0.0, 0.0], [0.0, 0.0, 0.0], [0.0, 0.0, 0.0], [0.0, 0.0, 0.0], [0.0, 0.0, 0.1], [0.0, 0.0, 0.0], [0.0, 0.0, 0.0], [0.0, 0.0, 0.0], [0.0, 0.0, 0.0], [0.0, 0.1, 0.0], [0.0, 0.0, 0.0], [0.0, 0.0, 0.0], [0.0, 0.0, -0.1], [0.1, 0.0, -0.3], [0.0, 0.0, 0.0], [0.0, 0.0, 0.0], [0.0, 0.0, 0.0], [0.0, 0.0, 0.0], [0.0, 0.0, 0.0], [0.0, 0.0, 0.0], [0.0, 0.0, 0.0], [0.0, 0.0, 0.0], [0.0, 0.0, 0.0], [0.0, 0.0, 0.0], [0.0, 0.0, 0.0], [0.0, 0.0, 0.0], [0.0, 0.0, 0.0], [0.1, 0.0, 0.0]]}